1.
The following is a DFT calculation (ωB97M-V/def2-TZVPD) of a molecular structure, C36H27BBrF4N10O2PY.

As for the expectation value of S²: 0.77.

ORCA input file:
```
! wB97M-V def2-TZVPD RIJCOSX def2/J DEFGRID3
* xyz 2 2
Y 0.51 1.12 -0.51
C -3.77 2.39 -1.13
C -2.69 2.24 -0.27
N -1.59 1.92 -0.94
N -1.94 1.84 -2.26
C -3.25 2.14 -2.38
B -0.83 1.80 -3.41
N 0.15 2.96 -3.10
C 0.31 4.17 -3.67
C 1.27 4.87 -2.97
C 1.66 4.01 -1.95
N 0.97 2.86 -2.01
N -0.01 0.43 -3.43
C 0.22 -0.30 -4.54
C 1.14 -1.29 -4.24
C 1.43 -1.10 -2.90
N 0.74 -0.07 -2.41
N -1.49 1.90 -4.76
C -1.01 2.35 -5.95
C -1.81 1.86 -6.94
C -2.76 1.07 -6.26
N -2.55 1.07 -4.96
H -4.78 2.67 -0.89
H -2.65 2.37 0.81
H -3.71 2.14 -3.35
H -0.28 4.47 -4.51
H 1.64 5.86 -3.17
H 2.38 4.16 -1.16
H -0.27 -0.07 -5.47
H 1.54 -2.03 -4.91
H 2.11 -1.64 -2.25
H -0.13 2.97 -6.02
H -1.73 2.04 -8.00
H -3.58 0.50 -6.68
F -3.85 -6.01 -0.58
C -3.01 -5.06 -0.28
C -2.14 -5.17 0.79
F -2.13 -6.23 1.54
C -1.22 -4.11 1.10
F -0.48 -4.35 2.14
C -1.13 -2.93 0.39
P 0.05 -1.58 0.92
C 1.61 -2.49 0.99
C 1.89 -3.48 0.05
C 3.13 -4.10 0.02
C 4.11 -3.71 0.93
C 3.85 -2.71 1.85
C 2.61 -2.09 1.88
C -0.59 -1.32 2.60
C -1.68 -0.45 2.68
C -2.31 -0.22 3.89
C -1.83 -0.83 5.04
C -0.73 -1.68 4.97
C -0.12 -1.94 3.76
C -2.02 -2.82 -0.69
Br -2.11 -1.37 -1.80
C -2.95 -3.89 -1.01
F -3.74 -3.75 -2.02
H 1.14 -3.78 -0.67
H 3.33 -4.87 -0.70
H 5.08 -4.19 0.91
H 4.62 -2.39 2.54
H 2.44 -1.29 2.59
H -2.05 0.05 1.79
H -3.16 0.45 3.94
H -2.31 -0.64 5.99
H -0.36 -2.15 5.87
H 0.72 -2.62 3.72
O 2.47 0.81 0.34
N 2.77 1.15 1.56
N 1.77 1.61 2.18
O 0.58 1.69 1.60
C 1.91 2.02 3.55
C 0.79 1.94 4.36
C 0.92 2.30 5.70
C 2.15 2.73 6.19
C 3.25 2.80 5.35
C 3.14 2.45 4.01
H -0.15 1.61 3.96
H 0.06 2.25 6.35
H 2.24 3.01 7.23
H 4.20 3.15 5.73
H 3.99 2.51 3.35
*
```

---

2.
The following is a DFT calculation (ωB97M-V/def2-TZVPD) of a molecular structure, C36H27Cl3N4O7W at a distorted geometry.

ORCA input file:
```
! wB97M-V def2-TZVPD RIJCOSX def2/J DEFGRID3
* xyz 2 1
W -0.90 0.57 -0.37
O -0.64 3.69 2.30
C -0.83 2.53 2.13
O -0.74 1.93 0.91
C -1.09 1.47 3.17
C 0.04 0.42 3.00
C 0.09 -0.45 4.26
C -1.21 -1.27 4.09
C -1.72 -0.79 2.73
O -0.50 -0.48 1.99
C -2.36 0.60 2.81
C -2.88 1.00 1.43
O -3.48 2.01 1.21
O -2.55 0.13 0.43
H -1.13 1.90 4.17
H 1.00 0.82 2.67
H 0.98 -1.08 4.27
H 0.10 0.16 5.16
H -1.00 -2.34 4.05
H -1.93 -1.09 4.88
H -2.32 -1.53 2.21
H -3.16 0.70 3.54
C 3.59 0.16 -0.57
C 3.85 1.25 -1.39
C 2.83 2.14 -1.69
C 1.54 1.92 -1.23
C 1.24 0.75 -0.46
C 2.30 -0.07 -0.12
C 0.48 2.91 -1.48
C 0.73 4.27 -1.65
C -0.31 5.16 -1.73
C -1.64 4.70 -1.71
C -2.76 5.55 -1.80
C -4.02 5.02 -1.83
C -4.22 3.62 -1.77
C -3.15 2.78 -1.64
C -1.84 3.31 -1.59
N -0.78 2.45 -1.46
H 4.39 -0.51 -0.29
H 4.84 1.41 -1.79
H 3.04 3.00 -2.32
H 2.12 -0.93 0.51
H 1.75 4.63 -1.65
H -0.11 6.22 -1.80
H -2.60 6.61 -1.84
H -4.88 5.67 -1.91
H -5.22 3.23 -1.84
H -3.28 1.70 -1.59
C -1.52 -3.96 -0.02
C -1.67 -2.59 -0.01
N -0.73 -1.74 -0.48
C 0.37 -2.29 -1.02
C 0.62 -3.65 -1.05
C -0.36 -4.51 -0.54
C 1.84 -4.17 -1.71
C 3.06 -4.25 -1.18
C 3.44 -3.87 0.20
C 4.76 -3.96 0.63
C 5.04 -3.58 1.93
N 4.09 -3.16 2.76
C 2.86 -3.12 2.27
N 2.49 -3.44 1.04
H -2.30 -4.59 0.36
H -2.60 -2.15 0.32
H 1.09 -1.62 -1.47
H -0.21 -5.58 -0.55
H 1.69 -4.53 -2.73
H 3.87 -4.66 -1.78
H 5.55 -4.31 -0.03
H 6.05 -3.62 2.33
H 2.07 -2.79 2.94
Cl -2.09 -1.88 -5.29
C -2.11 -0.63 -4.08
Cl -3.39 -0.99 -2.87
Cl -2.47 0.95 -4.80
C -0.70 -0.46 -3.41
O 0.30 -0.77 -3.95
O -0.74 0.11 -2.20
*
```

---

3.
The following is a DFT calculation (ωB97M-V/def2-TZVPD) of a molecular structure, C36H27MnN4O3S at a distorted geometry.

As for the expectation value of S²: 3.82.

ORCA input file:
```
! wB97M-V def2-TZVPD RIJCOSX def2/J DEFGRID3
* xyz 1 4
Mn -0.50 0.42 0.92
C -3.24 2.85 -1.75
O -3.52 2.89 -0.33
C -2.59 2.12 0.21
N -1.86 1.39 -0.54
C -2.44 1.57 -1.93
C -1.50 1.60 -3.13
C -0.16 1.40 -2.91
C 0.64 1.41 -4.06
C 0.11 1.60 -5.32
C -1.26 1.76 -5.50
C -2.07 1.76 -4.39
C -2.47 2.16 1.69
C -3.43 2.57 2.60
C -3.20 2.31 3.94
C -2.09 1.59 4.37
C -1.17 1.20 3.41
N -1.34 1.64 2.17
C -0.04 0.23 3.55
N 0.63 -0.25 2.58
C 1.63 -1.17 3.16
C 1.18 -1.26 4.63
O 0.23 -0.17 4.79
C 1.77 -2.52 2.50
C 2.77 -3.37 2.97
C 2.94 -4.63 2.41
C 2.12 -5.04 1.37
C 1.13 -4.19 0.89
C 0.95 -2.93 1.46
H -2.65 3.74 -2.00
H -4.18 2.87 -2.30
H -3.11 0.71 -2.05
H 0.26 1.31 -1.94
H 1.70 1.29 -4.01
H 0.77 1.59 -6.18
H -1.68 1.89 -6.49
H -3.14 1.87 -4.49
H -4.34 3.05 2.27
H -3.93 2.63 4.67
H -1.98 1.31 5.40
H 2.60 -0.66 3.09
H 1.98 -1.13 5.35
H 0.65 -2.20 4.84
H 3.42 -3.05 3.77
H 3.72 -5.28 2.78
H 2.25 -6.02 0.93
H 0.48 -4.51 0.08
H 0.17 -2.28 1.09
S 2.10 -0.37 -2.59
C 3.02 0.75 -1.63
C 4.24 1.36 -1.91
C 4.76 2.23 -0.97
C 4.07 2.50 0.22
C 2.86 1.91 0.49
C 2.33 1.02 -0.45
N 1.10 0.37 -0.37
C 0.91 -0.40 -1.39
C -0.29 -1.21 -1.47
C -0.59 -2.09 -2.51
C -1.78 -2.78 -2.48
C -2.67 -2.58 -1.42
C -2.37 -1.69 -0.40
C -1.17 -1.00 -0.41
H 4.77 1.15 -2.83
H 5.71 2.71 -1.16
H 4.50 3.19 0.93
H 2.31 2.12 1.40
H 0.11 -2.23 -3.34
H -2.03 -3.47 -3.28
H -3.60 -3.12 -1.40
H -3.07 -1.55 0.42
O -1.49 -0.89 2.00
*
```

---

What are the energy relative to the best compared isomer or geometry (same formula, charge and spin) values for these records? In order: 18.0 22.3 0.0 kJ/mol.